19
Properties=species:S:1:pos:R:3 method="wB97M-V/def2-TZVPD" total_charge=+1 spin_multiplicity=1 relative_energy_kcal_mol=79.0 total_energy_ev=-9371.3082 e_lumo_ha=-0.136 max_force_ev_per_a=5.270
C 2.5290 0.5078 -0.2163
C -0.2704 0.4975 -0.3352
C 0.6490 -0.7055 -0.5540
C 0.5896 -0.0310 0.7627
C -2.4638 -0.5973 0.4721
C -1.7862 0.5963 -0.3272
N 1.9478 -0.3318 -1.0687
N 1.8489 0.5990 0.8935
H 3.5520 0.8261 -0.2799
H 0.0548 1.3628 -0.9507
H 0.4130 -1.8251 -0.8225
H 0.2349 -0.7262 1.9430
H -3.5024 -0.4940 0.6827
H -1.8689 -0.5495 1.3024
H -2.2722 -1.5746 -0.0272
H -1.9993 1.6823 -0.0622
H -2.1518 0.6023 -1.3300
H 2.3745 -0.7942 -1.8209
H 2.1213 0.9552 1.7384